1.
71
Properties=species:S:1:pos:R:3:forces:R:3:mulliken_charge:R:1 method="wB97M-V/def2-TZVPD" gap_ev="6.855 / 6.853" homo_ha="-0.487 / -0.487" de_lowest_kj_mol=0.00 e_tot_ha=-2794.49374 total_charge=+2 mol_weight_g_mol=670.84
Ce 0.34138 -0.11742 0.10217 0.7 1.5 -0.2 0.3109
C 3.33791 -0.00245 1.52934 0.0 0.0 0.0 -1.6100
N 2.72686 0.68326 0.36151 0.2 0.0 0.0 1.3183
C 3.55003 0.37968 -0.85344 0.0 0.0 -0.1 -1.1995
C 2.73108 -0.05769 -2.05413 0.1 0.0 0.0 -0.5827
N 1.80607 -1.18024 -1.70596 0.1 0.1 0.0 0.8628
C 0.64491 -1.20447 -2.63341 0.1 0.0 0.0 -1.1001
C 2.46624 -2.48283 -1.76129 0.0 0.0 0.0 -0.0921
C 3.05767 -2.85218 -2.97045 0.0 0.0 0.0 -0.4981
C 3.65598 -4.08285 -3.14849 0.0 0.0 0.0 -0.9736
C 3.64124 -5.00147 -2.10945 0.0 0.0 0.0 -0.7969
C 3.02580 -4.67143 -0.92064 0.0 0.0 0.0 -0.9497
C 2.45305 -3.40660 -0.72047 0.0 0.0 0.0 0.9487
S 1.99296 -3.30410 0.98318 0.1 0.0 0.0 -0.3789
C 2.53413 2.11588 0.62128 0.0 0.0 0.0 0.0114
C 3.40181 2.78474 1.48342 0.0 0.0 0.0 -0.5742
C 3.21918 4.11955 1.79114 0.0 0.0 0.0 -0.9046
C 2.14265 4.81049 1.25222 0.0 0.0 0.0 -0.7276
C 1.27660 4.16153 0.39722 0.0 0.0 0.0 -0.8405
C 1.46191 2.81824 0.04998 0.0 0.0 0.0 0.9339
S 0.32732 2.17646 -1.16361 0.0 -0.1 0.0 -0.4687
H 4.38630 0.27132 1.65479 0.0 0.0 0.0 0.5679
H 3.29665 -1.07727 1.36780 0.0 0.0 0.0 0.4053
H 2.79179 0.25543 2.43301 0.0 0.0 0.0 0.3839
H 4.24610 -0.41695 -0.58625 0.0 0.0 0.0 0.6313
H 4.14262 1.25353 -1.12876 0.0 0.0 0.0 0.3774
H 3.41835 -0.34631 -2.85076 0.0 0.0 0.0 0.6083
H 2.12656 0.76646 -2.42195 0.0 0.0 0.0 0.4913
H 0.95627 -1.31291 -3.67292 0.0 0.0 0.0 0.5699
H 0.08754 -0.26110 -2.56718 0.0 0.0 0.0 0.4611
H 0.00026 -2.04189 -2.36887 0.0 0.0 0.0 0.3322
H 3.04372 -2.15831 -3.80105 0.0 0.0 0.0 0.3682
H 4.11081 -4.33033 -4.09739 0.0 0.0 0.0 0.4348
H 4.08436 -5.98007 -2.23027 0.0 0.0 0.0 0.4301
H 2.98341 -5.40257 -0.12214 0.0 0.0 0.0 0.4840
H 4.24291 2.26746 1.92001 0.0 0.0 0.0 0.4056
H 3.91789 4.61675 2.44970 0.0 0.0 0.0 0.4425
H 1.98553 5.85393 1.48883 0.0 0.0 0.0 0.4275
H 0.44505 4.69451 -0.04413 0.0 0.0 0.0 0.4931
N -1.03167 0.67794 4.14154 0.1 0.0 0.0 -0.3807
C -0.48651 -0.06219 3.19524 0.0 0.0 0.1 0.5597
O 0.32888 0.43904 2.38640 -0.2 0.1 0.0 -0.2201
C -0.89779 -1.50640 3.08660 0.0 0.0 0.0 -0.8640
C 0.18374 -2.44842 2.57463 0.0 0.1 0.0 -0.9286
H -0.79575 1.65837 4.20017 0.0 0.0 0.0 0.2624
H -1.67916 0.29631 4.81138 0.0 0.0 0.0 0.2301
H -1.76926 -1.54586 2.42763 0.0 0.0 0.0 0.2500
H -1.22832 -1.87570 4.05793 0.0 0.0 0.0 0.6174
H -0.24081 -3.45096 2.50245 0.0 0.0 0.1 0.5140
H 1.03126 -2.47686 3.26132 0.0 0.0 0.0 0.5105
O -0.28557 -2.10141 0.27713 -0.3 -0.9 0.1 -0.6325
N 0.72614 -2.09792 1.23398 0.0 -0.8 0.2 0.8350
C -5.96166 1.43709 -2.14607 0.0 0.0 0.0 -1.4504
C -6.06711 1.59792 -0.63315 0.0 0.0 0.0 0.7788
C -5.40812 2.88792 -0.15573 0.0 0.0 0.0 -1.3744
C -5.53927 0.38254 0.13082 0.0 0.0 0.0 -1.1777
N -4.07685 0.22730 0.00243 0.0 0.0 -0.1 0.6136
C -3.34373 -0.20442 -1.03113 0.0 0.0 0.0 -0.4379
N -2.07936 -0.09234 -0.70371 -0.3 0.0 0.0 -0.1877
N -2.07093 0.41502 0.53933 -0.5 -0.1 0.1 0.5511
N -3.25786 0.60329 0.97894 0.1 0.1 0.0 -0.9968
H -6.51245 2.23321 -2.64475 0.0 0.0 0.0 0.4086
H -6.37576 0.48661 -2.48850 0.0 0.0 0.0 0.3810
H -4.92669 1.51885 -2.49040 0.0 0.0 0.0 0.3202
H -7.12750 1.63134 -0.36702 0.0 0.0 0.0 0.3328
H -4.35087 2.92236 -0.43383 0.0 0.0 0.0 0.2507
H -5.48150 3.00610 0.92635 0.0 0.0 0.0 0.3707
H -5.88838 3.74858 -0.61866 0.0 0.0 0.0 0.4310
H -5.98890 -0.54708 -0.21623 0.0 0.0 0.0 0.4731
H -5.71791 0.48550 1.19893 0.0 0.0 0.0 0.3721
H -3.74121 -0.58353 -1.95663 0.0 0.0 0.0 0.5846


2.
64
Properties=species:S:1:pos:R:3:forces:R:3:mulliken_charge:R:1 method="wB97M-V/def2-TZVPD" gap_ev=6.432 homo_ha=-0.292 e_tot_ha=-2041.49528 mol_weight_g_mol=453.97
C 3.76608 -3.37304 1.18292 -0.2 0.7 -0.2 -0.9881
P 4.73656 -1.98097 1.92561 1.3 -0.4 0.1 0.0387
C 4.00878 -1.63268 3.57478 -0.8 0.1 -0.1 -1.1603
C 4.28026 -0.57126 0.83048 -0.7 0.0 0.2 -0.2129
C 3.04016 -0.07880 0.65352 0.7 -0.5 0.2 1.0230
C 1.80264 -0.58120 1.30185 -0.5 -0.1 -0.2 -1.3413
C 0.68933 -0.99027 0.29287 0.2 0.1 0.5 0.7562
C 0.13894 -2.38012 0.59893 0.0 0.2 -0.3 -0.8242
C -1.21456 -2.67020 -0.05325 0.0 -0.3 0.4 -1.2754
C -2.19308 -1.50957 0.02322 -0.6 -0.3 -0.2 0.8742
C -3.66301 -1.92940 0.00552 0.1 0.3 -0.1 -1.3158
C -4.56653 -0.70609 -0.18579 0.5 -0.3 0.2 -0.7027
C -4.57521 0.25818 1.01746 -0.6 0.1 -0.5 -0.7709
C -4.37438 1.74752 0.65736 0.0 -0.3 0.6 -0.8143
C -3.00104 2.30471 1.05099 0.2 -0.1 -0.4 -1.2693
C -1.88725 2.18048 0.00840 -0.4 0.1 -0.1 1.2146
C -2.18458 2.80136 -1.35374 0.5 -0.1 0.0 -0.9204
N -1.14099 2.43963 -2.30404 0.2 -0.2 -0.5 0.4122
C -0.10390 3.22030 -2.74078 0.6 -0.4 -0.5 -0.3422
C 0.68392 2.48466 -3.61616 -0.8 0.0 0.5 -0.6537
C 0.08988 1.19995 -3.72118 -0.6 0.4 0.7 -0.7684
C -1.03054 1.20804 -2.89898 0.8 0.0 -0.5 -0.3831
C 2.82924 1.07782 -0.24144 -0.1 0.2 -0.1 0.1370
O 1.75654 1.60641 -0.35460 -0.8 0.4 0.1 -0.4190
C 3.96646 1.61630 -0.99417 0.8 0.1 -0.4 0.2220
F 3.69827 2.61128 -1.81844 -0.1 0.1 0.0 -0.2943
C 5.20233 1.14108 -0.84859 -0.4 0.0 0.1 0.1989
Cl 6.54339 1.76389 -1.67641 0.2 0.2 -0.2 -0.1511
C 5.43835 0.00988 0.08572 -0.5 0.1 0.0 0.2273
O 6.54534 -0.42217 0.21714 0.9 -0.3 0.1 -0.5287
H 3.16791 -3.88231 1.93066 0.0 -0.2 0.1 0.3250
H 3.11631 -2.99008 0.39993 -0.2 -0.1 0.0 0.1715
H 4.47947 -4.03652 0.71138 0.0 -0.3 0.1 0.4325
H 4.75983 -1.24124 4.24948 0.2 0.1 0.0 0.3449
H 3.66316 -2.58263 3.97966 0.1 -0.1 0.1 0.3529
H 3.15116 -0.96319 3.58774 0.0 0.1 0.0 0.3787
H 1.41810 0.22202 1.93104 -0.1 0.1 0.1 0.3036
H 2.00827 -1.41571 1.95955 0.2 -0.1 0.0 0.5267
H -0.09117 -0.24467 0.37188 -0.1 0.1 -0.1 -0.4206
H 1.05692 -0.91551 -0.72721 0.0 -0.2 -0.2 0.4820
H 0.02463 -2.48737 1.67734 0.0 0.0 0.2 0.4181
H 0.87245 -3.11895 0.27891 0.0 -0.2 0.1 0.1964
H -1.66022 -3.51932 0.46903 0.0 -0.1 0.0 0.4477
H -1.09402 -3.00502 -1.08126 0.0 0.1 -0.2 0.4221
H -2.06030 -0.86591 -0.84446 0.2 0.3 0.0 -0.5286
H -2.03306 -0.91292 0.91916 0.2 0.1 0.1 0.3411
H -3.91612 -2.43725 0.93607 0.0 -0.2 0.1 0.4113
H -3.81938 -2.63348 -0.81084 -0.1 -0.1 -0.1 0.4114
H -5.57513 -1.04278 -0.40735 -0.2 0.1 -0.1 0.4257
H -4.19233 -0.17703 -1.06372 -0.1 0.1 -0.2 0.2952
H -5.55827 0.16931 1.47479 -0.1 -0.1 0.2 0.4060
H -3.86310 -0.05400 1.77666 0.2 0.0 0.1 0.4548
H -4.60304 1.87518 -0.39649 0.0 0.2 -0.2 0.4651
H -5.12463 2.31636 1.20314 -0.1 0.1 0.0 0.3815
H -2.67770 1.75102 1.93165 0.1 0.1 0.2 0.4599
H -3.07286 3.34606 1.36009 -0.1 0.2 0.0 0.4402
H -0.99307 2.67463 0.38150 0.2 -0.2 0.1 0.4403
H -1.65202 1.13395 -0.15543 0.1 -0.1 0.0 -1.0646
H -2.19210 3.88478 -1.28300 -0.2 0.2 0.0 0.2574
H -3.13063 2.46826 -1.76752 -0.2 0.0 0.0 0.3651
H 0.05078 4.23618 -2.42725 -0.2 0.1 0.2 0.3502
H 1.56260 2.82344 -4.13065 0.1 0.1 0.0 0.5151
H 0.42768 0.37061 -4.31454 0.0 -0.1 -0.1 0.4597
H -1.73154 0.40835 -2.73916 -0.2 0.1 0.2 0.3638


3.
64
Properties=species:S:1:pos:R:3:forces:R:3:mulliken_charge:R:1 method="wB97M-V/def2-TZVPD" gap_ev=9.231 homo_ha=-0.414 de_lowest_kj_mol=13.99 e_tot_ha=-1730.11739 total_charge=+1 mol_weight_g_mol=434.00
C -5.41539 -0.03236 1.89780 0.0 -0.2 -0.1 -1.2098
C -4.91339 -1.29470 1.20669 -0.1 0.1 0.1 -0.5214
C -3.42857 -1.35683 0.97893 0.0 -0.1 0.0 0.4858
C -2.51766 -0.65479 1.75740 -0.1 -0.1 -0.1 -0.3843
C -1.15562 -0.81914 1.58456 0.3 -0.2 -0.2 -0.6205
C -0.67578 -1.68786 0.61636 -0.1 0.2 0.2 0.3367
O 0.70618 -1.84760 0.52094 -0.2 0.2 -0.2 -0.5085
C 1.18986 -3.17993 0.34921 0.4 -0.5 -0.3 -0.8581
C 1.92178 -3.39019 -0.98456 -0.2 -0.1 0.3 -0.5807
O 3.28336 -3.01061 -0.89971 -0.1 0.1 0.2 -0.4183
C 3.71713 -1.91072 -1.65646 0.1 0.5 -0.1 -1.0852
C 3.51378 -0.54610 -0.96753 0.5 -0.6 0.1 0.4909
O 2.14973 -0.14330 -1.02498 -0.2 -0.2 0.1 -0.2654
C 4.04348 -0.59743 0.48344 -0.1 0.0 -0.3 -1.2745
N 3.78311 0.53781 1.32833 -0.1 0.0 -0.1 0.1973
C 4.36965 1.80706 1.02194 0.0 0.1 0.0 -0.9164
C 3.46646 2.68511 0.10954 0.7 0.0 0.1 -0.5643
N 2.07328 2.19919 0.18589 -0.1 -0.3 -0.3 0.6919
C 1.11364 3.12384 -0.46183 -0.5 0.2 -0.3 -0.9501
C -0.22474 2.46847 -0.68020 0.0 0.0 0.0 0.2628
C -1.33737 2.84389 0.06227 0.1 0.0 -0.1 -0.3905
C -2.57344 2.27517 -0.18354 -0.1 -0.1 -0.1 -0.8968
C -2.70010 1.31443 -1.17631 0.4 0.2 0.1 0.5297
Cl -4.23975 0.64862 -1.53850 -0.3 0.0 -0.1 -0.1381
C -1.59040 0.90692 -1.90426 -0.1 0.0 0.0 -0.7466
C -0.36294 1.48902 -1.65923 0.0 0.1 0.1 -0.1471
C 1.72045 1.88761 1.58151 -0.1 -0.3 0.6 -0.3673
C 2.52426 0.64741 2.02982 0.1 0.0 0.3 -0.5357
C -1.56891 -2.35315 -0.21057 0.3 0.0 0.0 -0.1214
C -2.92730 -2.18711 -0.01911 0.0 0.0 0.1 -1.1209
H -5.06306 0.02627 2.92439 0.0 0.1 0.1 0.3390
H -6.50211 -0.03751 1.91880 -0.1 0.1 0.1 0.3891
H -5.08892 0.85481 1.36066 0.0 0.1 0.0 0.1985
H -5.41883 -1.40373 0.24478 0.0 -0.1 0.0 0.3848
H -5.19410 -2.16358 1.81092 -0.1 0.0 -0.1 0.3821
H -2.86281 0.00849 2.53354 -0.1 0.1 0.1 0.3018
H -0.45990 -0.30646 2.23160 0.1 0.0 0.1 0.5712
H 1.89972 -3.37232 1.16135 -0.1 0.0 -0.1 0.4190
H 0.36404 -3.88776 0.43690 0.0 0.1 0.0 0.6266
H 1.41031 -2.86020 -1.79639 0.0 0.0 0.0 0.2909
H 1.91005 -4.46317 -1.20649 -0.1 0.1 0.0 0.4534
H 4.78817 -2.06614 -1.80734 0.0 0.1 -0.1 0.4544
H 3.22423 -1.88504 -2.63729 0.1 0.0 0.1 0.4073
H 4.05734 0.20463 -1.55221 0.0 -0.1 0.0 0.4343
H 1.60890 -0.79885 -0.52610 -0.1 0.2 0.0 0.1617
H 3.62194 -1.47882 0.96932 0.1 0.0 0.0 0.3230
H 5.12564 -0.74260 0.43100 0.0 -0.1 0.0 0.3885
H 5.33802 1.65436 0.54674 0.0 0.1 0.0 0.3751
H 4.54214 2.33298 1.96690 0.1 0.1 -0.1 0.4029
H 3.78740 2.63812 -0.93222 -0.1 0.0 0.0 0.4509
H 3.50058 3.72704 0.43546 -0.1 0.0 -0.1 0.4465
H 2.03644 1.25983 -0.33790 0.0 0.4 0.2 -0.0891
H 1.53686 3.41960 -1.42523 0.1 0.0 0.1 0.4346
H 1.00964 4.01575 0.16142 0.1 -0.1 0.0 0.4419
H -1.24901 3.60602 0.82251 0.0 0.1 0.1 0.4213
H -3.43760 2.58977 0.37844 -0.1 0.0 0.1 0.4485
H -1.69853 0.15872 -2.67242 0.0 -0.1 -0.1 0.4635
H 0.49003 1.18822 -2.24801 0.1 0.0 -0.1 0.4109
H 0.64852 1.69182 1.63635 0.1 0.1 0.0 0.2170
H 1.95282 2.75626 2.20212 0.0 0.0 -0.1 0.4124
H 1.94226 -0.25970 1.86361 0.0 0.1 0.0 -0.0034
H 2.71614 0.73074 3.10809 -0.2 0.0 0.0 0.3863
H -1.21234 -3.01151 -0.98881 0.0 -0.1 -0.1 0.5373
H -3.61424 -2.72694 -0.65369 -0.1 0.0 -0.1 0.3446


4.
67
Properties=species:S:1:pos:R:3:forces:R:3:mulliken_charge:R:1 method="wB97M-V/def2-TZVPD" gap_ev=8.319 homo_ha=-0.437 e_tot_ha=-1882.00646 total_charge=+1 mol_weight_g_mol=482.51
C 3.43993 -0.36965 0.07915 -0.1 -0.4 -0.5 -1.3868
C 2.43341 0.46488 -0.68907 0.1 0.7 0.6 0.2929
C 2.33099 1.91801 -0.18902 -0.1 -0.3 0.1 -0.9975
C 0.90044 2.45231 -0.17902 0.3 -0.7 -0.7 -0.3988
C 0.21955 2.22477 -1.52911 0.2 1.0 0.2 -0.5243
C -1.18972 2.82933 -1.62034 -0.1 -0.5 -0.2 -1.2458
C -2.27319 1.79571 -1.92745 0.8 1.2 -0.6 -0.7980
N -2.58569 0.96286 -0.72118 0.1 -0.9 -0.4 0.7249
C -2.03703 -0.42997 -0.92008 0.4 -0.2 0.6 -0.6455
C -2.58518 -1.38800 0.11546 0.1 0.0 -0.2 0.0162
F -2.21495 -0.88271 1.36390 -0.2 0.2 0.0 -0.2142
O -3.94862 -1.54354 0.04510 0.2 -0.1 -0.2 -0.3898
C -4.59763 -0.49707 -0.67206 0.2 0.0 0.1 -0.8073
C -4.01827 0.83861 -0.26476 -1.2 0.0 0.6 -0.0351
P -5.09448 2.34011 -0.58675 0.2 1.6 -1.1 0.2001
C -6.78792 1.70113 -0.81698 0.4 -0.8 0.7 -1.1680
O -5.17689 3.08635 0.88004 0.0 -1.3 0.1 -0.4562
H 3.31719 -1.40180 -0.23923 0.2 -0.3 0.0 0.2571
H 4.46434 -0.07918 -0.12476 0.2 0.1 0.0 0.3788
H 3.26342 -0.34841 1.14533 -0.1 0.2 0.2 0.2777
H 2.68195 0.50316 -1.74316 -0.1 -0.4 -0.3 0.5042
H 1.45606 -0.00323 -0.58079 -0.2 -0.2 0.0 -0.3743
H 2.96418 2.55723 -0.79731 0.1 0.2 -0.2 0.5754
H 2.71567 1.97988 0.82133 0.1 0.0 0.2 0.3946
H 0.35472 1.91279 0.59607 -0.1 0.2 0.3 0.0480
H 0.93938 3.51976 0.01210 -0.3 0.2 0.3 0.3214
H 0.23089 1.18302 -1.82519 -0.1 -0.3 0.0 0.3942
H 0.84032 2.73598 -2.25969 0.1 0.0 -0.3 0.5973
H -1.44856 3.39307 -0.72494 0.0 0.2 0.1 0.4058
H -1.22292 3.51483 -2.45884 -0.1 0.3 0.0 0.4915
H -3.11939 2.32476 -2.34336 -0.6 -0.3 0.5 0.6025
H -1.86785 1.17884 -2.71610 -0.1 -0.6 0.0 0.3187
H -2.04368 1.33470 0.05980 -0.1 0.2 0.0 0.1782
H -2.23544 -0.79838 -1.91641 -0.2 0.1 -0.2 0.5144
H -0.96550 -0.38483 -0.77265 0.3 0.1 -0.1 -0.0531
H -2.10226 -2.35441 0.02389 0.0 -0.2 0.0 0.4746
H -5.62992 -0.53327 -0.36628 -0.3 -0.1 0.0 0.4482
H -4.54859 -0.67465 -1.74522 0.0 -0.1 -0.2 0.2535
H -3.96646 0.76607 0.81743 0.2 0.1 0.3 0.3651
H -7.46234 2.53906 -0.71398 -0.1 0.3 -0.1 0.3685
H -7.06030 0.96353 -0.06296 -0.2 0.0 0.2 0.3994
H -6.92238 1.22124 -1.77829 0.1 0.1 -0.3 0.3727
H -5.49694 2.45157 1.54793 0.0 0.6 0.1 0.3584
C 3.63718 -4.90462 -2.80177 0.0 0.0 0.0 -0.4309
C 4.75634 -5.61766 -2.71049 -0.1 0.0 0.0 -0.3314
C 6.08878 -4.96229 -2.71928 0.1 0.0 0.0 0.3191
O 7.10805 -5.60946 -2.63739 0.0 0.0 0.0 -0.5243
C 6.12225 -3.48219 -2.83321 0.0 0.1 0.0 -0.3583
C 5.00161 -2.77121 -2.92476 0.1 0.0 0.0 -0.1768
C 3.67202 -3.42620 -2.91429 0.0 0.0 0.0 0.4279
O 2.65039 -2.77349 -2.99235 -0.1 0.0 0.0 -0.5674
H 2.65632 -5.36280 -2.79790 0.0 0.0 0.0 0.4037
H 4.75247 -6.69684 -2.62678 0.0 0.0 0.0 0.4076
H 7.10286 -3.02378 -2.83806 0.0 0.0 0.0 0.4170
H 5.00573 -1.69184 -3.00950 0.0 0.0 0.0 0.4173
C -0.37237 0.56562 3.93978 0.0 0.0 0.0 -0.0668
C -0.78750 0.55236 5.20312 0.0 0.0 -0.1 -0.4029
C 0.17875 0.59466 6.33118 0.0 0.0 0.1 0.2643
O -0.20038 0.58099 7.47944 0.0 0.0 0.0 -0.5239
C 1.62244 0.65443 5.99161 0.1 0.0 -0.1 -0.4400
C 2.03380 0.66746 4.72623 0.0 0.0 0.1 -0.3783
C 1.06885 0.62387 3.60268 0.2 0.0 0.0 0.2174
O 1.45442 0.63922 2.44795 -0.3 -0.1 0.2 -0.2904
H -1.05918 0.53354 3.10628 0.0 0.0 -0.1 0.2797
H -1.83566 0.50983 5.47080 0.0 0.0 0.0 0.4338
H 2.31075 0.68586 6.82628 0.0 0.0 0.0 0.4171
H 3.08172 0.71013 4.45789 0.0 0.0 0.0 0.4465